Record 1
69
Properties=species:S:1:pos:R:3:forces:R:3:lowdin_charge:R:1 method="wB97M-V/def2-TZVPD" spin_multiplicity=1 orbital_gap_ev=6.90 charge=+1 e_tot_ha=-6333.04686
Sc -1.604 -0.467 -0.274 -0.1 -0.1 0.3 0.92
C -1.655 3.672 1.429 0.0 0.0 0.0 -0.01
C -1.910 2.409 0.689 -0.1 -0.1 -0.1 -0.27
N -1.599 1.234 1.080 0.2 0.2 0.2 -0.12
N -1.051 1.016 2.328 -0.2 -0.3 -0.2 0.04
C -1.463 -0.150 2.760 0.1 -0.1 0.1 -0.84
N -0.939 -0.581 3.946 0.0 0.1 0.0 0.08
S -2.581 -1.247 1.962 0.0 0.1 -0.1 0.66
C -2.730 2.394 -0.555 0.0 0.1 0.1 -0.20
C -3.065 3.547 -1.248 0.0 -0.1 0.0 0.02
C -3.961 3.450 -2.302 0.0 0.0 0.0 -0.02
C -4.495 2.215 -2.622 0.0 -0.1 0.0 -0.02
C -4.076 1.105 -1.907 0.0 0.1 0.0 -0.10
N -3.213 1.183 -0.897 0.2 0.1 -0.1 0.05
H -1.058 3.477 2.314 0.0 0.0 0.0 0.08
H -1.119 4.370 0.784 0.0 0.0 0.0 0.09
H -2.600 4.136 1.719 0.0 0.0 0.0 0.11
H -0.534 0.143 4.524 0.0 0.0 0.0 0.11
H -1.451 -1.300 4.431 0.0 0.0 0.0 0.09
H -2.644 4.498 -0.956 0.0 0.0 0.0 0.12
H -4.247 4.332 -2.859 0.0 0.0 0.0 0.12
H -5.216 2.100 -3.419 0.0 0.0 0.0 0.12
H -4.434 0.115 -2.160 0.0 0.0 0.0 0.13
C -2.112 -3.318 -1.802 0.0 0.0 0.0 -0.01
O -1.265 -2.651 -0.845 0.0 0.0 0.0 -0.22
C -0.161 -3.359 -0.389 0.1 0.0 0.0 -0.18
C 0.174 -4.637 -0.782 0.0 0.1 0.0 -0.04
C 1.329 -5.206 -0.247 0.0 0.0 0.0 -0.66
Br 1.806 -6.948 -0.783 0.0 0.0 0.0 0.80
C 2.118 -4.534 0.662 -0.1 0.0 0.0 -0.05
C 1.764 -3.246 1.064 -0.1 0.0 0.0 -0.06
C 0.641 -2.663 0.505 0.1 -0.1 0.0 -0.16
O 0.261 -1.365 0.748 -0.3 0.3 0.1 -0.06
C 2.600 -2.519 2.026 0.1 -0.1 0.1 -0.27
N 3.893 -2.623 2.071 0.0 0.1 0.0 0.20
C 4.293 -1.759 3.082 0.0 -0.1 0.0 -0.22
C 5.575 -1.471 3.547 0.0 0.0 0.0 -0.01
C 5.690 -0.571 4.585 0.0 0.0 0.0 -0.08
C 4.559 0.036 5.156 0.0 0.0 0.0 -0.08
C 3.283 -0.234 4.703 0.0 0.0 0.0 -0.02
C 3.178 -1.137 3.651 -0.1 -0.1 0.1 -0.19
N 2.085 -1.628 2.950 0.1 0.2 0.0 0.16
H -1.575 -3.439 -2.742 0.0 0.0 0.0 0.12
H -2.976 -2.679 -1.953 0.0 0.0 0.0 0.09
H -2.430 -4.276 -1.396 0.0 0.0 0.0 0.11
H -0.418 -5.190 -1.493 0.0 0.0 0.0 0.11
H 3.007 -4.984 1.078 0.0 0.0 0.0 0.12
H 0.971 -0.819 1.126 0.1 -0.1 -0.1 0.13
H 6.438 -1.947 3.103 0.0 0.0 0.0 0.12
H 6.668 -0.326 4.975 0.0 0.0 0.0 0.10
H 4.693 0.733 5.973 0.0 0.0 0.0 0.10
H 2.419 0.241 5.148 0.0 0.0 0.0 0.10
H 1.128 -1.564 3.275 0.0 0.0 -0.1 0.13
O 0.303 -1.139 -3.474 0.0 0.0 0.1 -0.22
S -0.412 -0.098 -2.810 -0.3 -0.1 -0.3 0.69
O -1.817 -0.472 -2.454 0.2 -0.2 -0.2 -0.38
N 0.139 0.411 -1.390 0.1 0.2 0.0 -0.21
C 0.639 1.699 -1.458 -0.1 -0.2 -0.1 -0.83
S 1.362 2.457 -0.223 0.1 0.1 0.2 0.80
C 0.358 2.300 -2.798 0.0 0.1 0.0 -0.23
C 0.652 3.581 -3.239 0.0 -0.1 0.0 -0.01
C 0.270 3.934 -4.525 0.0 0.0 0.0 -0.04
C -0.381 3.032 -5.367 0.0 -0.1 0.0 -0.04
C -0.666 1.741 -4.942 0.1 0.1 0.0 -0.01
C -0.291 1.423 -3.651 -0.1 0.0 -0.1 -0.23
H 1.167 4.275 -2.587 0.0 0.0 0.0 0.11
H 0.489 4.929 -4.890 0.0 0.0 0.0 0.12
H -0.654 3.339 -6.367 0.0 0.0 0.0 0.12
H -1.148 1.022 -5.589 0.0 0.0 0.0 0.13



Record 2
18
Properties=species:S:1:pos:R:3:forces:R:3:lowdin_charge:R:1 method="wB97M-V/def2-TZVPD" spin_multiplicity=1 orbital_gap_ev="7.47 / 7.47" charge=+2 e_tot_ha=-546.65386
C 1.578 1.175 0.046 -1.7 1.4 0.0 0.13
C 0.485 1.799 0.052 2.8 -0.6 0.0 0.11
C 0.600 -0.903 -0.014 0.6 -0.6 0.0 0.08
C 1.791 -0.189 0.007 -1.2 0.2 0.0 -0.23
C -0.831 1.617 0.001 -0.4 -4.7 0.0 -0.04
C -0.686 -0.362 -0.009 0.2 5.0 0.0 0.06
N -1.803 -1.089 0.006 -0.7 -1.4 0.0 -0.25
N 3.122 -0.799 0.002 0.4 -0.2 0.1 0.26
N -1.953 2.235 -0.020 -0.3 0.6 0.0 0.25
O -1.841 -2.283 0.041 -0.2 0.0 0.0 0.21
O -2.954 -0.393 -0.014 -0.1 0.7 0.0 0.15
H 0.638 -1.990 -0.045 -0.1 0.0 0.0 0.16
H 3.475 -0.947 0.966 -0.1 0.0 -0.3 0.20
H 3.791 -0.165 -0.470 -0.2 -0.3 0.1 0.20
H 3.136 -1.710 -0.485 0.1 0.3 0.1 0.20
H -1.969 3.253 0.006 0.0 -0.1 0.0 0.18
H -3.733 -0.999 0.007 0.6 -0.3 0.0 0.20
H -2.845 1.750 -0.077 0.3 0.0 0.0 0.14



Record 3
18
Properties=species:S:1:pos:R:3:forces:R:3:lowdin_charge:R:1 method="wB97M-V/def2-TZVPD" spin_multiplicity=1 orbital_gap_ev=9.85 e_tot_ha=-323.25098
H -2.471 -0.993 2.462 -0.6 -0.3 -0.5 0.04
N -1.746 -1.054 1.760 1.7 0.6 1.0 0.12
C -1.767 -0.139 0.890 -0.7 -0.7 -1.6 -0.56
N -2.959 0.511 0.484 0.3 0.8 0.3 0.09
N -0.709 0.090 -0.037 0.5 0.5 2.0 0.03
C 0.662 0.063 0.557 0.6 -1.4 -2.0 -0.20
C 1.604 -0.638 -0.446 1.3 -0.2 1.5 -0.28
C 2.031 0.122 -1.687 -0.3 -1.5 -0.7 -0.13
H -2.799 1.063 -0.350 -0.2 0.1 0.1 0.07
H -3.324 1.099 1.225 -0.2 -0.1 -0.1 0.09
H -0.758 1.044 -0.361 -0.6 0.0 -0.4 0.10
H 1.080 1.064 0.606 -0.3 0.4 0.6 0.11
H 0.744 -0.474 1.501 -0.6 0.3 0.0 0.10
H 1.340 -1.684 -0.636 -0.5 0.3 -0.2 0.11
H 2.561 -0.743 0.108 -0.3 -0.1 0.0 0.10
H 1.214 0.403 -2.352 -0.1 0.6 0.3 0.07
H 2.742 0.900 -1.438 -0.2 0.5 -0.2 0.07
H 2.556 -0.635 -2.288 0.3 0.4 0.0 0.07



Record 4
18
Properties=species:S:1:pos:R:3:forces:R:3:lowdin_charge:R:1 method="wB97M-V/def2-TZVPD" spin_multiplicity=1 orbital_gap_ev=8.40 charge=+1 e_tot_ha=-778.46802
C -1.329 0.000 2.020 1.0 0.3 0.6 -0.14
C -1.977 -0.792 2.870 2.4 -2.2 -0.2 -0.27
C 0.153 -1.763 2.058 1.7 -0.3 1.0 -0.39
C -0.032 -0.441 1.732 0.9 -2.2 -2.5 -0.35
C 0.927 0.173 0.817 -1.8 4.6 -0.4 -0.11
N 0.122 1.881 0.061 2.0 -4.0 -1.6 0.09
N 0.834 -1.009 -0.884 0.5 0.4 -0.4 0.16
O 2.143 0.427 1.268 -0.8 0.0 -1.4 0.13
S -1.005 -2.265 3.173 -1.2 0.7 -0.6 1.08
H -1.526 0.952 1.692 -1.3 2.1 -0.5 0.08
H -2.859 -0.664 3.367 -2.1 0.3 1.1 0.05
H 1.040 -2.378 1.778 -0.9 0.5 0.5 0.11
H 0.500 1.854 -0.970 -1.0 -0.2 2.2 0.07
H 0.711 2.608 0.442 0.4 0.3 0.7 0.01
H 1.100 -0.508 -1.730 0.2 0.6 0.1 0.09
H -0.113 -1.306 -1.123 -0.1 0.0 0.7 0.11
H 1.429 -1.839 -0.957 -0.1 0.0 0.6 0.11
H 2.389 1.320 0.926 0.3 -1.0 0.1 0.15